one.
Entry from the Open Molecules 2025 dataset: a cluster of 4 separate species, CH8O5 in total (ωB97M-V/def2-TZVPD).

Output
SMILES string = O=CO.O.O.O
HOMO = -10.5 eV
HOMO-LUMO gap = 11.05 eV
E_LUMO = 0.51 eV

Last column: Mulliken charge in e.
Positions of all 14 atoms, in Å:
O -1.12772 0.22065 -1.98492  -0.49
C -0.11429 0.82909 -1.72661  0.25
O 1.12757 0.39548 -1.67371  -0.41
H -0.20082 1.96685 -1.49363  0.25
H 1.52179 0.86057 -0.95411  0.42
H 0.95290 0.87239 1.08120  0.42
H 1.50904 2.31047 1.19013  0.31
O 1.54533 1.52518 0.64678  -0.68
H -0.23813 -0.38594 2.82998  0.28
H -0.60091 -1.23101 1.52748  0.35
O -0.13821 -0.44905 1.88255  -0.66
H -1.93496 -2.94756 -0.48068  0.30
H -1.02145 -1.67257 -0.78300  0.34
O -1.28014 -2.29454 -0.06147  -0.68

=====

two.
Entry from the Open Molecules 2025 dataset: a cluster of 4 separate species, CH8O5 in total (ωB97M-V/def2-TZVPD).

Output
SMILES string = O=CO.O.O.O
HOMO = -10.5 eV
HOMO-LUMO gap = 11.15 eV
E_LUMO = 0.62 eV

Last column: Mulliken charge in e.
Positions of all 14 atoms, in Å:
O -0.51249 1.33817 -0.68474  -0.49
C -1.71626 1.40045 -0.35078  0.16
O -2.37363 0.32935 0.07562  -0.39
H -2.14089 2.37589 -0.28833  0.39
H -1.79917 -0.42687 0.22819  0.38
H 0.04763 -1.39343 1.37906  0.36
H -1.09563 -2.40173 1.93078  0.30
O -0.89795 -1.69743 1.27362  -0.68
H 1.79036 0.86807 1.53903  0.33
H 1.68609 0.23406 0.14168  0.36
O 1.74614 -0.01260 1.11038  -0.65
H 1.08150 -0.38297 -1.73806  0.29
H 2.28220 -0.26469 -2.71868  0.29
O 1.90210 0.03371 -1.89777  -0.64

=====

It is one that is most stable; the runner-up trails by 0.0044 hartree.

=====

one.
Entry from the Open Molecules 2025 dataset: a cluster of 2 separate species, C3H12N2OS in total (ωB97M-V/def2-TZVPD).

Output
SMILES string = NC[C@@H](N)CS.O
HOMO = -8.7 eV
HOMO-LUMO gap = 9.53 eV
E_LUMO = 0.85 eV

Last column: Mulliken charge in e.
Positions of all 19 atoms, in Å:
N -1.95701 0.07128 -1.76675  -0.53
C -0.82574 0.62770 -1.09493  0.38
C -1.16038 1.19893 0.29613  -1.01
S -2.59670 2.45781 0.08604  -0.27
C 0.36758 -0.34590 -0.90242  -0.87
N 0.67351 -1.08412 -2.10809  -0.57
H -2.38613 0.63115 -2.48253  0.20
H -1.81101 -0.89282 -2.03638  0.26
H -0.38191 1.48669 -1.61597  0.20
H -1.56849 0.50823 1.03050  0.44
H -0.38875 1.78757 0.78520  0.38
H -3.45442 1.77999 0.90368  0.14
H 0.04424 -0.94686 -0.04085  0.42
H 1.21763 0.19103 -0.45084  0.38
H 1.05269 -0.48173 -2.82109  0.21
H 1.43694 -1.70601 -1.87939  0.25
H 4.63125 -1.47709 4.92181  0.32
H 3.34079 -2.31763 4.65669  0.32
O 3.76591 -1.48820 4.51918  -0.64

=====

two.
Entry from the Open Molecules 2025 dataset: a cluster of 2 separate species, C3H12N2OS in total (ωB97M-V/def2-TZVPD).

Output
SMILES string = NC[C@H](N)CS.O
HOMO = -9.1 eV
HOMO-LUMO gap = 9.85 eV
E_LUMO = 0.78 eV

Last column: Mulliken charge in e.
Positions of all 19 atoms, in Å:
N -0.10935 0.03501 -0.88793  -0.75
C -0.06061 -0.57874 0.42121  0.39
C 0.76077 0.31801 1.50467  -0.67
S 1.28711 1.97036 0.90489  -0.27
C 0.69786 -1.92584 0.47289  -0.86
N 0.10213 -2.89638 1.47079  -0.57
H 0.23265 -0.73256 -1.49635  0.26
H 0.72061 0.59811 -1.08954  0.30
H -1.07702 -0.88630 0.73025  0.13
H 1.69174 -0.21369 1.63701  0.34
H 0.15088 0.39537 2.39667  0.32
H -0.01069 2.11904 0.44341  0.18
H 0.62827 -2.47435 -0.49574  0.37
H 1.77758 -1.90401 0.52202  0.37
H -0.04298 -3.80766 1.06428  0.24
H -0.78741 -2.42515 1.57704  0.24
H -1.69733 3.53188 -3.43122  0.32
H -2.09399 4.89334 -3.02913  0.32
O -2.17025 3.98358 -2.71524  -0.63

=====

It is one that is most stable; the runner-up trails by 0.0344 hartree.

=====

one.
Entry from the Open Molecules 2025 dataset: a cluster of 2 separate species, C3H12N2OS in total (ωB97M-V/def2-TZVPD).

Output
SMILES string = NC[C@@H](N)CS.O
HOMO = -9.0 eV
HOMO-LUMO gap = 9.60 eV
E_LUMO = 0.65 eV

Last column: Mulliken charge in e.
Positions of all 19 atoms, in Å:
N -1.30174 -0.37151 -1.92946  -0.79
C -0.61999 0.34986 -0.84737  0.15
C -1.51708 0.50715 0.36045  -0.80
S -2.91539 1.66248 -0.00278  -0.24
C 0.68822 -0.36808 -0.48203  -0.74
N 1.57220 -0.31761 -1.62700  -0.53
H -1.69637 0.31198 -2.56894  0.26
H -0.53806 -0.71392 -2.51736  0.34
H -0.33262 1.36534 -1.15802  0.30
H -1.96207 -0.44060 0.64373  0.38
H -0.98452 0.98070 1.17194  0.39
H -2.96341 2.11329 1.25434  0.12
H 0.43418 -1.40826 -0.26140  0.41
H 1.05342 0.14304 0.41954  0.33
H 1.90948 0.62118 -1.80201  0.19
H 2.36037 -0.93002 -1.56745  0.21
H 5.64059 -2.02056 3.19148  0.32
H 6.45719 -3.26143 3.45981  0.32
O 5.64270 -2.81668 3.73602  -0.64

=====

two.
Entry from the Open Molecules 2025 dataset: a cluster of 2 separate species, C3H12N2OS in total (ωB97M-V/def2-TZVPD).

Output
SMILES string = NC[C@@H](N)CS.O
HOMO = -8.8 eV
HOMO-LUMO gap = 9.43 eV
E_LUMO = 0.66 eV

Last column: Mulliken charge in e.
Positions of all 19 atoms, in Å:
N -0.50565 0.49139 -2.00915  -0.73
C -0.61742 -0.35374 -0.87724  0.03
C 0.62911 -1.38718 -0.99014  -0.49
S 1.18243 -1.85760 0.63824  -0.28
C -0.85262 0.41858 0.50388  -0.31
N -2.26410 0.73506 0.57748  -0.60
H 0.38637 0.99604 -2.13213  0.22
H 0.06794 -1.84320 1.47946  0.17
H -1.08679 1.22254 -1.97138  0.27
H -1.49896 -1.00091 -1.04476  0.28
H 1.40009 -1.04753 -1.60209  0.41
H 0.05862 -2.25663 -1.48256  0.25
H -0.34489 -0.11195 1.40819  0.40
H -0.27792 1.38335 0.34722  -0.10
H -2.97537 0.09016 0.32050  0.16
H -2.56164 1.23839 1.47766  0.21
H 0.79359 2.22307 1.25500  0.42
H 2.14587 2.97986 0.88030  0.34
O 1.17600 3.14965 1.13194  -0.66

=====

It is one that is most stable; the runner-up trails by 0.0603 hartree.

=====

one.
Entry from the Open Molecules 2025 dataset: a cluster of 2 separate species, C3H12N2OS in total (ωB97M-V/def2-TZVPD).

Output
SMILES string = NC[C@H](N)CS.O
HOMO = -8.9 eV
HOMO-LUMO gap = 9.66 eV
E_LUMO = 0.75 eV

Last column: Mulliken charge in e.
Positions of all 19 atoms, in Å:
N 0.96256 0.56435 -0.00301  -0.56
C -0.39782 0.04820 -0.08090  0.38
C -1.41344 0.84518 0.75322  -0.87
S -0.85929 2.42893 1.45663  -0.24
C -0.52860 -1.44647 0.27150  -0.97
N 0.18824 -2.30680 -0.64309  -0.47
H 1.53815 0.02207 -0.64125  0.16
H 1.34603 0.47607 0.93614  0.25
H -0.65815 0.08961 -1.13236  0.26
H -1.71174 0.29005 1.63998  0.36
H -2.28177 1.07581 0.15636  0.37
H -0.56046 3.06494 0.32273  0.13
H -0.23706 -1.61028 1.31076  0.41
H -1.59647 -1.66639 0.29339  0.33
H -0.38410 -2.77547 -1.32675  0.23
H 0.82743 -2.94468 -0.19179  0.22
H 1.61105 -1.80428 -2.12228  0.39
H 3.11568 -1.46336 -2.47350  0.32
O 2.39256 -2.07458 -2.64280  -0.70

=====

two.
Entry from the Open Molecules 2025 dataset: a cluster of 2 separate species, C3H12N2OS in total (ωB97M-V/def2-TZVPD).

Output
SMILES string = NCNCCS.O
HOMO = -9.0 eV
HOMO-LUMO gap = 9.67 eV
E_LUMO = 0.67 eV

Last column: Mulliken charge in e.
Positions of all 19 atoms, in Å:
C -1.21785 -0.07153 -0.16647  -0.78
C -1.29929 -0.40683 1.32056  -0.53
S -2.12909 1.09176 2.25473  -0.27
N -0.54579 -1.20653 -0.79218  -0.13
C 0.53255 -1.01042 -1.69816  -0.73
N 1.96422 -0.78315 -1.22080  -0.59
H -2.22687 0.00620 -0.39001  0.39
H -0.49814 0.77409 -0.32900  0.39
H -0.22424 -0.54965 1.68188  0.33
H -1.95967 -1.27261 1.56621  0.33
H -1.70441 0.94674 3.54056  0.13
H -1.15202 -2.00467 -0.91383  0.22
H 0.71318 -1.99046 -2.27068  0.35
H 0.32434 -0.21639 -2.40937  0.42
H 1.98308 -0.05697 -0.56871  0.25
H 2.27946 -1.57317 -0.61900  0.24
H 2.94309 1.01404 -1.87945  0.31
H 3.97946 1.82123 -1.18618  0.33
O 3.94833 1.06174 -1.86786  -0.65

=====

It is one that is most stable; the runner-up trails by 0.0547 hartree.

=====

one.
Entry from the Open Molecules 2025 dataset: the molecule C4H2 (ωB97M-V/def2-TZVPD).

Output
HOMO (spin up / spin down) = -9.5 / -9.5 eV
HOMO-LUMO gap (spin up / spin down) = 8.86 / 8.86 eV
E_LUMO (spin up / spin down) = -0.66 / -0.66 eV

Last column: Mulliken charge in e.
Positions of all 6 atoms, in Å:
C 0.12623 -0.15299 -0.15212  0.72
C 1.17694 0.05358 0.49571  -0.27
C -1.04642 -0.30958 -0.77998  -0.44
C -2.20897 -0.38529 -1.25538  -0.68
H 2.12178 0.12740 1.01670  0.38
H -0.16956 0.66690 0.67507  0.28

=====

two.
Entry from the Open Molecules 2025 dataset: the molecule C4H2 (ωB97M-V/def2-TZVPD).

Output
SMILES string = C#CC#C
HOMO = -9.9 eV
HOMO-LUMO gap = 10.88 eV
E_LUMO = 1.01 eV

Last column: Mulliken charge in e.
Positions of all 6 atoms, in Å:
C -1.91394 -0.02301 -0.01073  -0.22
C -0.71948 -0.17058 0.02171  0.04
C 0.68788 -0.18887 -0.00159  -0.48
C 1.89727 -0.07619 -0.02641  -0.12
H -2.92865 0.11816 -0.03858  0.43
H 2.97692 0.34048 0.05559  0.35

=====

It is two that is most stable; the runner-up trails by 0.1424 hartree.

=====

one.
Entry from the Open Molecules 2025 dataset: the molecule C4H6FNO2 (ωB97M-V/def2-TZVPD).

Output
SMILES string = C/C(=C/F)N(O)C=O
HOMO = -8.9 eV
HOMO-LUMO gap = 9.64 eV
E_LUMO = 0.77 eV

Last column: Mulliken charge in e.
Positions of all 14 atoms, in Å:
C 1.44964 1.72914 0.44014  -1.18
C 0.93004 0.37339 0.04749  0.35
C 1.73589 -0.66129 -0.06000  -0.21
C -1.35329 -0.66807 0.47544  0.13
H 1.30033 2.46807 -0.27640  0.31
H 2.45100 1.68265 0.78940  0.37
H 0.83487 2.08188 1.28660  0.30
H 2.81632 -0.60838 0.17786  0.34
H -1.98729 1.26329 -0.32246  0.34
H -0.77576 -1.43492 1.01579  0.28
N -0.47134 0.21932 -0.20358  0.16
O -1.11813 1.27022 -0.79782  -0.41
O -2.52073 -0.58343 0.33431  -0.53
F 1.24412 -1.90235 -0.32846  -0.25

=====

two.
Entry from the Open Molecules 2025 dataset: the molecule C4H6FNO2 (ωB97M-V/def2-TZVPD).

Output
SMILES string = CO/C(=C/F)C(N)=O
HOMO = -9.7 eV
HOMO-LUMO gap = 10.58 eV
E_LUMO = 0.87 eV

Last column: Mulliken charge in e.
Positions of all 14 atoms, in Å:
C -2.06112 -0.54151 0.32643  -0.67
C 0.17698 -0.37275 -0.37105  0.24
C 1.10334 -1.31870 -0.23047  -0.14
C 0.34350 1.12875 -0.20998  0.47
H -2.93521 -0.99327 -0.18138  0.23
H -2.23988 0.53650 0.49540  0.29
H -1.90077 -0.96508 1.32657  0.30
H 1.01314 -2.37811 -0.31047  0.41
H 2.29867 0.80126 0.27911  0.24
H 1.80934 2.52089 -0.10693  0.24
N 1.61058 1.53764 0.09760  -0.38
O -1.09223 -0.80407 -0.63524  -0.38
O -0.53662 1.90385 -0.41184  -0.57
F 2.41026 -1.05540 -0.06775  -0.28

=====

It is two that is most stable; the runner-up trails by 0.0482 hartree.